[1]
Density functional theory data (the ωB97M-V functional and the def2-TZVPD basis) for a molecular structure, C19H14CoF3N4O8S2 at a distorted geometry.

energy relative to the best compared isomer or geometry (same formula, charge and spin)	17.2	kcal/mol
spin multiplicity	4
total charge	-1
lowest unoccupied orbital energy (spin up / spin down)	1.3 / 1.2	eV
orbital gap (spin up / spin down)	6.8 / 6.7	eV
E_HOMO (spin up / spin down)	-0.203 / -0.203	hartree

Each line ends with the Löwdin spin population.
Positions of all 51 atoms, in Å:
Co  -1.275  -0.495  1.634  2.71
O  0.047  0.262  5.639  0.00
C  -0.430  0.522  4.426  0.00
O  0.029  0.038  3.416  0.03
C  -1.570  1.526  4.432  0.00
O  -2.405  1.373  3.310  0.01
C  -3.524  0.530  3.575  0.00
C  -3.056  -0.933  3.874  0.01
O  -3.455  -1.491  4.879  0.00
O  -2.259  -1.391  3.008  0.05
H  0.735  -0.423  5.598  0.00
H  -2.130  1.430  5.371  0.00
H  -1.132  2.531  4.369  0.00
H  -4.111  0.927  4.411  0.00
H  -4.118  0.529  2.662  0.00
F  -4.988  -1.638  -2.075  0.00
C  -4.107  -0.798  -2.639  0.00
F  -3.158  -1.553  -3.207  0.00
F  -4.770  -0.220  -3.666  0.00
C  -3.564  0.222  -1.685  0.00
C  -3.759  1.567  -1.919  0.00
C  -3.270  2.494  -1.002  0.00
C  -2.616  2.025  0.124  0.00
N  -2.398  0.740  0.347  0.04
C  -2.835  -0.189  -0.540  0.01
S  -2.394  -1.776  -0.167  0.08
H  -4.289  1.895  -2.800  0.00
H  -3.409  3.549  -1.165  0.00
H  -2.252  2.705  0.882  0.00
O  5.893  -3.610  -1.658  0.00
S  6.439  -2.895  -2.789  0.00
O  6.251  -3.533  -4.079  0.00
O  7.737  -2.289  -2.563  0.00
C  5.359  -1.405  -2.970  0.00
N  5.710  -0.547  -3.900  0.00
C  4.918  0.512  -4.035  0.00
C  3.802  0.710  -3.242  0.00
C  3.535  -0.262  -2.266  0.00
N  4.346  -1.329  -2.164  0.00
C  2.433  -0.219  -1.323  0.00
C  1.634  0.908  -1.106  0.00
C  0.666  0.868  -0.130  0.00
N  0.410  -0.208  0.627  0.03
C  1.166  -1.299  0.411  0.01
C  2.168  -1.346  -0.527  0.00
H  5.207  1.217  -4.804  0.00
H  3.168  1.571  -3.384  0.00
H  1.794  1.822  -1.657  0.00
H  0.071  1.746  0.074  0.00
H  0.966  -2.151  1.049  0.00
H  2.790  -2.218  -0.656  0.00

[2]
Density functional theory data (the ωB97M-V functional and the def2-TZVPD basis) for a molecular structure, C19H14CoN7O4SbSe4.

energy relative to the best compared isomer or geometry (same formula, charge and spin)	24.9	kcal/mol
spin multiplicity	2
total charge	-2
lowest unoccupied orbital energy (spin up / spin down)	3.9 / 3.9	eV
orbital gap (spin up / spin down)	5.2 / 5.4	eV
E_HOMO (spin up / spin down)	-0.046 / -0.054	hartree

Each line ends with the Löwdin spin population.
Positions of all 50 atoms, in Å:
Co  0.816  0.453  0.544  0.66
N  -3.220  -0.325  1.237  0.01
C  -1.886  -0.283  1.367  0.00
N  -1.104  0.282  0.505  0.00
C  -1.636  0.986  -0.583  0.09
N  -0.827  1.631  -1.367  -0.04
N  0.449  1.504  -0.922  0.16
C  1.477  2.055  -1.553  0.14
C  2.728  1.709  -1.006  0.09
C  3.985  2.175  -1.454  0.04
C  5.125  1.749  -0.832  0.04
C  5.034  0.865  0.263  0.09
C  3.785  0.463  0.675  0.01
N  2.659  0.841  0.065  0.10
C  -3.075  0.948  -0.792  0.00
C  -3.700  1.585  -1.861  0.02
C  -5.076  1.578  -1.968  0.00
C  -5.847  0.936  -1.000  0.02
C  -5.243  0.296  0.064  0.00
C  -3.857  0.304  0.168  0.02
H  -3.722  -0.440  2.111  0.00
H  -1.458  -0.713  2.264  0.00
H  1.335  2.729  -2.387  0.01
H  4.019  2.873  -2.281  0.00
H  6.093  2.103  -1.168  0.00
H  5.912  0.522  0.790  0.01
H  3.652  -0.178  1.539  0.00
H  -3.079  2.110  -2.574  0.00
H  -5.559  2.091  -2.791  0.00
H  -6.928  0.950  -1.071  0.00
H  -5.833  -0.182  0.836  0.00
O  2.446  -5.165  1.087  0.00
C  2.124  -5.015  -0.178  0.00
O  2.233  -5.910  -0.993  0.00
C  1.613  -3.680  -0.588  0.00
C  1.253  -3.373  -1.880  0.00
N  0.857  -2.087  -1.878  0.00
N  0.935  -1.538  -0.665  0.03
C  1.390  -2.479  0.134  0.00
C  1.587  -2.114  1.583  0.00
O  2.058  -2.996  2.330  0.00
O  1.270  -0.944  1.908  -0.01
H  2.283  -4.305  1.624  0.00
H  1.260  -3.986  -2.765  0.00
H  0.533  -1.525  -2.646  0.00
Se  -3.123  3.329  1.527  0.00
Sb  -1.535  2.693  3.264  0.01
Se  0.763  2.319  2.136  -0.39
Se  -0.682  4.469  4.687  -0.12
Se  -2.283  0.691  4.497  0.00

[3]
Density functional theory data (the ωB97M-V functional and the def2-TZVPD basis) for a molecular structure, C19H14N3NaO2S2 at a distorted geometry.

spin multiplicity	1
total charge	-2
lowest unoccupied orbital energy	4.0	eV
orbital gap	3.6	eV
E_HOMO	0.013	hartree

Each line ends with the Löwdin charge.
Positions of all 41 atoms, in Å:
Na  -0.367  -0.108  -0.793  0.19
O  2.452  1.550  1.893  0.06
C  2.110  0.978  3.052  -0.27
C  3.000  1.051  4.121  -0.03
C  2.674  0.505  5.348  -0.12
C  1.446  -0.117  5.522  -0.13
C  0.567  -0.223  4.461  -0.05
C  0.880  0.299  3.208  -0.08
C  0.009  0.121  2.028  -0.42
O  0.258  0.786  0.972  -0.08
N  -0.987  -0.746  2.168  0.04
N  -1.640  -0.970  1.015  -0.01
C  -2.737  -1.650  1.029  -0.12
C  -3.440  -1.867  -0.191  -0.27
C  -4.641  -2.611  -0.228  -0.05
C  -5.303  -2.766  -1.422  -0.11
C  -4.772  -2.180  -2.574  -0.08
C  -3.583  -1.466  -2.445  -0.13
N  -2.939  -1.315  -1.315  0.14
H  1.656  1.370  1.286  0.08
H  3.951  1.542  3.955  0.11
H  3.386  0.565  6.164  0.09
H  1.188  -0.528  6.490  0.08
H  -0.382  -0.723  4.577  0.10
H  -3.173  -2.046  1.959  0.11
H  -5.020  -3.038  0.692  0.09
H  -6.228  -3.334  -1.471  0.09
H  -5.266  -2.275  -3.532  0.09
H  -3.123  -0.985  -3.298  0.10
S  1.704  -1.070  -2.457  0.37
C  2.116  0.491  -3.064  -0.82
C  3.470  0.838  -3.079  -0.20
C  3.924  2.051  -3.554  -0.17
C  3.013  2.962  -4.071  -0.17
C  1.673  2.638  -4.086  -0.20
C  1.183  1.430  -3.580  -0.83
S  -0.521  1.173  -3.647  0.33
H  4.176  0.120  -2.678  0.07
H  4.982  2.286  -3.517  0.07
H  3.352  3.919  -4.458  0.07
H  0.951  3.342  -4.479  0.06

Number 1: E -109724.6777 eV, M 606.4 g/mol. Number 2: E -344106.5353 eV, M 900.9 g/mol. Number 3: E -54584.6830 eV, M 403.5 g/mol.